[1]
This record from the OMol25 dataset describes a molecular structure, C4H15InO5 in a non-equilibrium geometry. The level of theory is ωB97M-V/def2-TZVPD.

The max |F| is 16.32 eV Å⁻¹. The energy above the lowest of the compared OMol25 structures with the same formula, charge and spin is 201.94 kJ/mol. As for the net charge: 0.

Cartesian coordinates (Å):
In1 -0.2943 1.1106 -0.1645
O1 -1.9121 -0.0579 0.2082
H1 -1.6510 -0.9068 0.6153
O2 1.5515 0.5504 -0.8425
H2 1.6123 -0.0154 -1.6366
O3 -0.0252 2.8988 -1.0010
H3 0.8750 3.2529 -1.1379
C1 1.1687 0.1315 2.9626
C2 -0.0394 1.0670 2.8942
O4 -0.7080 0.8074 1.6503
H4 1.8447 0.3670 2.1406
H5 0.8631 -0.9113 3.0476
H6 1.6730 0.4503 3.8748
H7 0.2138 2.1264 2.8539
H8 -0.7537 0.9458 3.7085
H9 -1.5530 0.4627 1.9484
C3 -0.4395 -2.1089 -2.7429
C4 0.1253 -0.7199 -2.3403
O5 -0.5219 -0.3182 -1.1311
H10 -1.5138 -2.0258 -2.9078
H11 -0.3750 -2.8789 -1.9742
H12 -0.0330 -2.6655 -3.5873
H13 -0.0087 0.0787 -3.0699
H14 1.2115 -0.7764 -2.2689
H15 -1.3105 -0.8647 -1.0994

=====

[2]
This record from the OMol25 dataset describes C6H10O in the gas phase. The level of theory is ωB97M-V/def2-TZVPD.

The max |F| is 0.56 eV Å⁻¹. The SMILES is C=CCCC(C)=O. The energy above the lowest of the compared OMol25 structures with the same formula, charge and spin is 44.98 kJ/mol. As for the net charge: 0.

Cartesian coordinates (Å):
C1 0.2232 1.8630 -0.6293
C2 1.2815 1.4515 0.0685
C3 1.5883 0.0159 0.4063
C4 0.6000 -0.9589 -0.2180
C5 -0.7181 -0.8064 0.5548
C6 -2.0396 -1.0196 -0.1588
O1 -0.7061 -0.4959 1.7271
H1 -0.4183 1.1581 -1.1601
H2 -0.0884 2.9038 -0.6320
H3 1.9230 2.1907 0.5478
H4 1.3915 -0.0589 1.4706
H5 2.6431 -0.2546 0.2888
H6 0.9264 -1.9954 -0.0672
H7 0.4716 -0.8209 -1.3019
H8 -2.6173 -1.7116 0.4674
H9 -1.8899 -1.4076 -1.1750
H10 -2.5710 -0.0531 -0.1890

=====

[3]
This record from the OMol25 dataset describes a molecular structure, C8H5Cl2NO4 in a non-equilibrium geometry. The level of theory is ωB97M-V/def2-TZVPD.

The max |F| is 2.02 eV Å⁻¹. The energy above the lowest of the compared OMol25 structures with the same formula, charge and spin is 451.79 kJ/mol. As for the net charge: 0.

Cartesian coordinates (Å):
C1 -1.3148 0.4650 -0.0188
C2 -1.1754 -0.8510 -0.2082
C3 -0.1605 1.3356 -0.0347
C4 0.1710 -1.4581 -0.4532
C5 1.0670 0.8192 0.0792
C6 1.2125 -0.6378 0.3298
C7 2.4882 -2.3252 2.3900
C8 2.9715 -2.0083 1.1913
N1 3.8292 -2.9455 0.4963
O1 2.4241 -2.8494 3.4209
O2 4.2919 -3.8638 1.1341
O3 4.0093 -2.7334 -0.6763
O4 2.5349 -0.9865 0.3590
Cl1 0.6372 -0.9009 2.1339
Cl2 0.3838 -1.4554 -2.2953
H1 -2.2869 0.9078 0.1300
H2 -2.0289 -1.5050 -0.2669
H3 -0.3134 2.3974 -0.1382
H4 0.2165 -2.5125 -0.1801
H5 1.9703 1.4041 0.0913

=====

[4]
This record from the OMol25 dataset describes C2H2FN3 in the gas phase in a non-equilibrium geometry. The level of theory is ωB97M-V/def2-TZVPD.

The max |F| is 6.28 eV Å⁻¹. The SMILES is Fc1ncn[nH]1. The energy above the lowest of the compared OMol25 structures with the same formula, charge and spin is 221.56 kJ/mol. As for the net charge: 0.

Cartesian coordinates (Å):
F1 -2.3799 0.3029 -0.0023
C1 -1.0980 0.0910 0.0036
N1 -0.1750 -1.4422 0.0052
C2 0.9871 -0.8748 -0.0049
N2 1.1067 0.4542 -0.0047
N3 -0.1327 0.9559 0.0005
H1 1.8947 -1.4545 -0.0152
H2 -0.2029 1.9673 0.0178

=====

[5]
This record from the OMol25 dataset describes 2 unconnected molecules or ions with the total composition CH4IN4P in a non-equilibrium geometry. The level of theory is ωB97M-V/def2-TZVPD.

As for the multiplicity: 3. The max |F| is 7.52 eV Å⁻¹. The energy above the lowest of the compared OMol25 structures with the same formula, charge and spin is 218.71 kJ/mol. As for the net charge: 0.

Cartesian coordinates (Å):
C1 0.2437 0.1240 -0.3148
N1 -0.4584 -1.0434 -0.5555
N2 -0.0161 -2.0370 0.0271
N3 1.1186 -1.7410 0.5815
N4 1.4227 -0.2970 0.4531
P1 -0.7664 1.4769 0.3575
I1 3.3647 0.0837 -0.0629
H1 0.6401 0.3818 -1.7587
H2 1.8775 -2.3118 0.9210
H3 -0.9686 0.6352 1.4191
H4 -1.9792 1.0414 -0.4325